C24H32N6O in the gas phase. Source: the Open Molecules 2025 dataset; level of theory: ωB97M-V/def2-TZVPD.

CARTESIAN COORDINATES (ANGSTROEM)
H -2.61 -1.26 -0.29
H 0.53 0.55 1.82
C -0.88 -2.18 0.65
C 2.34 3.04 4.13
H 5.03 0.11 -0.59
C 1.05 1.24 2.47
H 2.85 3.74 4.78
C 2.97 2.58 2.99
N 0.30 -4.29 -0.91
H 3.96 2.93 2.74
C -0.07 -1.30 -1.54
H -5.26 0.64 -4.08
C -0.59 0.11 -1.22
N 1.00 -3.24 -0.50
H 2.30 0.73 0.23
H 5.47 -1.29 0.41
C -4.36 1.14 -0.09
H 4.83 0.49 1.93
H 0.58 2.95 5.35
C -3.22 2.25 -1.61
H -5.39 1.99 -5.22
C -1.81 1.43 0.40
H -2.52 2.77 -2.22
O 3.05 -1.12 -1.64
N -5.22 1.46 -1.04
H -1.36 0.38 -1.97
H 0.78 -1.24 -2.21
C 1.07 2.59 4.46
C 3.03 1.14 0.93
H -0.56 -2.26 1.69
H -2.04 1.45 1.47
H 3.57 1.95 0.42
C 0.36 -1.98 -0.24
H -1.36 -3.12 0.36
H 0.22 0.83 -1.30
N -1.11 0.18 0.13
H -3.82 1.56 -4.52
H -2.39 -0.84 1.41
H -0.57 1.35 3.86
N 3.28 -2.62 0.04
C 4.64 -0.64 0.10
C 2.33 1.67 2.15
H 3.88 -2.92 0.79
H -4.69 0.60 0.77
H 3.52 -0.69 1.95
C 2.32 -3.54 -0.39
H 3.37 -5.44 -0.77
H 0.83 -6.25 -1.38
C 2.46 -4.87 -0.74
C -1.86 -1.01 0.48
N -4.52 2.14 -1.95
C 0.43 1.70 3.62
H -0.84 -1.91 -2.01
C 1.16 -5.28 -1.06
C 4.03 0.05 1.33
H -1.11 2.24 0.18
H 1.08 -1.34 0.27
C 3.59 -1.46 -0.62
C -5.15 2.59 -3.16
C -3.07 1.62 -0.39
H -6.22 2.65 -2.96
C -4.89 1.64 -4.32
H -4.78 3.59 -3.40

Relative energy (zero: lowest compared OMol25 entry of this formula, charge and spin) (kJ/mol): 121.27
Gap between HOMO and LUMO (eV): 9.103
Largest force on an atom (hartree/bohr): 0.016
SMILES: CCn1cc(CN2CCC(n3nccc3NC(=O)CCCc3ccccc3)CC2)cn1
Total charge: 0
Multiplicity: 1

A molecular structure, C21H50AsF6N6O5. Source: the Open Molecules 2025 dataset; level of theory: ωB97M-V/def2-TZVPD.

CARTESIAN COORDINATES (ANGSTROEM)
N -5.96 -1.11 -2.66
F 1.23 -1.77 -0.12
H -0.73 2.02 9.42
O -2.21 -0.43 -6.20
H -1.79 1.37 4.89
H -5.81 -2.87 -1.59
H -1.75 -1.39 -8.50
H -0.35 1.37 4.06
O 3.90 -5.87 -2.03
H 2.49 1.73 5.82
H -6.65 -0.92 -3.36
C -0.24 2.60 -2.62
H -2.72 3.62 0.08
O 6.03 3.15 -0.57
C 3.14 -6.37 0.58
H 3.07 0.04 5.82
O -4.50 0.15 -3.79
N 0.18 1.29 6.83
H 5.43 4.64 -3.37
H 6.62 3.31 -3.37
C -1.39 -1.32 -6.39
H 0.34 -0.33 5.45
H 2.02 -4.61 0.16
H -0.73 3.21 6.54
H 3.13 -3.61 -3.10
C -0.79 -1.49 -4.01
H -1.20 2.89 4.12
As 0.16 -0.69 0.72
N -0.59 -1.80 -5.42
H -4.14 -0.49 -0.74
H 1.17 -0.41 7.04
H -1.27 -2.88 -7.86
H -0.08 -1.46 -8.09
H -7.48 -2.17 -1.70
C 2.25 0.70 5.55
H 3.59 2.79 0.18
H 2.94 -6.13 1.63
C -2.19 2.77 -0.36
O -2.21 2.06 -3.89
H -0.08 3.62 -2.26
H -1.13 2.90 -0.18
H 0.30 2.27 -3.50
C 2.68 -3.81 -2.13
H 1.62 -3.90 -2.40
H 0.73 2.90 5.65
C -1.06 -1.82 -7.77
N 4.12 3.19 -1.80
H 2.66 -7.33 0.43
C 6.16 4.09 -2.77
C -1.49 1.81 8.66
F -0.46 -0.10 -0.82
H -3.51 2.41 -1.99
H 0.13 1.96 -1.80
H 3.79 3.54 -2.68
H 3.56 1.37 -0.94
H 2.20 0.71 4.46
N 2.56 -5.34 -0.27
H 0.12 -1.06 -3.59
H -2.31 1.29 9.15
C -0.90 0.80 7.67
H -3.45 -1.79 -1.57
H -2.54 1.90 0.21
H -1.73 0.43 7.05
F -1.07 -1.95 0.65
H -1.58 -0.75 -3.91
H 2.29 2.55 -0.93
C 5.43 3.44 -1.59
C -6.43 -1.96 -1.57
N -2.54 2.53 -1.74
C 3.12 -5.10 -1.48
H -2.83 -0.16 -1.99
C 0.94 0.23 6.18
H 2.89 -3.04 -1.39
C -0.19 2.43 6.00
H 4.22 -6.35 0.45
F 0.80 -1.22 2.25
C 3.36 2.43 -0.82
H 0.21 -2.37 -5.64
C -1.72 2.41 -2.82
C -4.69 -0.61 -2.84
H -1.07 -2.39 -3.46
H -1.91 2.70 8.21
H 6.90 4.80 -2.42
H -6.31 -1.55 -0.56
F 1.34 0.62 0.62
F -0.95 0.38 1.54
C -0.92 2.02 4.72
C -3.71 -0.73 -1.71
H -0.48 0.01 8.30

Relative energy (zero: lowest compared OMol25 entry of this formula, charge and spin) (kJ/mol): 17.71
Gap between HOMO and LUMO (eV): 8.661
Largest force on an atom (hartree/bohr): 0.053
Total charge: -1
Multiplicity: 1